Entry from the OMol25 dataset: a single O2 molecule in a non-equilibrium geometry (ωB97M-V with the def2-TZVPD basis set).

Each line ends with the Mulliken charge.
Element x y z (Å)
O: 0.0000 0.0000 0.6950  0.000
O: 0.0000 0.0000 -0.6950  0.000

Force components x, y, z for each atom (eV/Å):
O 0.000 0.000 -8.850
O 0.000 0.000 8.850

As for the HOMO-LUMO gap: 7.759 eV. As for the energy relative to the best compared isomer or geometry (same formula, charge and spin): 1.053 eV. As for the SMILES: O=O. As for the total charge: 0.


Entry from the OMol25 dataset: a molecular structure, O3PS2 in a non-equilibrium geometry (ωB97M-V with the def2-TZVPD basis set).

Each line ends with the Mulliken charge.
Element x y z (Å)
O: -0.6682 0.0210 1.3211  -0.454
O: 0.5279 -1.5155 -0.7337  -0.419
O: 1.2283 0.6925 -0.2675  -0.397
P: 1.7149 -0.8285 -0.1738  0.333
S: -2.2100 1.5421 -0.7143  -0.601
S: -0.6417 0.1994 -0.0695  0.537

Atoms 1-3, force components in eV/Å:
O 0.231 -0.209 4.064
O 2.147 -3.679 -0.758
O 1.787 -0.545 0.468

As for the HOMO-LUMO gap: 6.758 eV. As for the energy relative to the best compared isomer or geometry (same formula, charge and spin): 1.845 eV. As for the total charge: -1.


Entry from the OMol25 dataset: a gas-phase ion, O4P2S (charge -2) in a non-equilibrium geometry (ωB97M-V with the def2-TZVPD basis set).

Each line ends with the Mulliken charge.
Element x y z (Å)
O: 0.8205 -0.9964 -2.2376  -0.491
P: 0.8003 0.2681 -1.4882  -0.038
O: 1.1957 -0.1002 0.2315  -0.333
P: -0.3040 0.3007 0.7814  0.695
O: -0.3174 1.5737 1.5338  -0.647
S: -1.3417 -1.5037 1.9338  -0.842
O: -0.8533 0.4578 -0.7547  -0.343

Atoms 1-3, force components in eV/Å:
O 0.093 -1.205 -0.882
P -0.555 0.939 1.614
O -1.133 0.358 -0.442

As for the HOMO-LUMO gap: 6.142 eV. As for the energy relative to the best compared isomer or geometry (same formula, charge and spin): 0.804 eV. As for the SMILES: O=P12OP1([O-])([S-])O2. As for the total charge: -2.